A 2-piece molecular cluster, C5H11IN2 overall at a distorted geometry. Source: the OMol25 dataset; level of theory: the ωB97M-V functional and the def2-TZVPD basis.

Summary:
SMILES	C/C(I)=N\N.C=CC
charge	0
HOMO level	-8.46	eV
energy relative to the best compared isomer or geometry (same formula, charge and spin)	38.5	kcal per mole
total energy	-604.19137	Ha
frontier orbital gap	9.1	eV
maximum force	0.0811	hartree/bohr

```
19
Properties=species:S:1:pos:R:3:mulliken_charge:R:1
C -0.573 -3.381 0.656 -0.838
C 0.006 -1.037 0.021 -0.807
C -0.917 2.908 -0.439 -1.022
C -0.784 -2.076 -0.072 0.259
C -0.610 2.156 0.907 0.275
N 1.641 2.697 1.038 -0.375
N 0.517 2.126 1.486 -0.263
I -2.287 1.209 1.861 0.004
H -0.826 -4.289 0.005 0.266
H -1.319 -3.384 1.487 0.223
H 0.466 -3.415 1.233 0.265
H 0.850 -0.731 0.569 0.300
H 1.786 3.270 0.217 0.189
H -0.146 -0.078 -0.620 0.073
H -0.089 2.773 -1.061 0.385
H -1.133 4.043 -0.400 0.273
H -1.664 2.264 -0.978 0.344
H -1.362 -1.997 -1.035 0.263
H 2.405 2.604 1.638 0.186
```

=====

A 2-piece molecular cluster, C4H12NO2 overall at a distorted geometry. Source: the OMol25 dataset; level of theory: the ωB97M-V functional and the def2-TZVPD basis.

Summary:
charge	-2
HOMO level (spin up / spin down)	4.02 / -1.25	eV
energy relative to the best compared isomer or geometry (same formula, charge and spin)	9.8	kcal per mole
<S²>	0.75
total energy	-364.68563	Ha
2S+1	2
frontier orbital gap (spin up / spin down)	2.4 / 7.6	eV
maximum force	0.0379	hartree/bohr

```
19
Properties=species:S:1:pos:R:3:lowdin_spin:R:1
C 0.067 0.671 0.050 0.017
N -0.955 -0.153 0.708 0.002
C -1.312 -1.293 -0.265 0.003
O -0.288 -2.018 -0.697 0.010
C 0.515 1.946 0.865 0.075
C 1.957 2.359 0.485 0.503
H 0.989 0.152 -0.177 0.009
H -0.380 1.074 -0.853 0.007
H -0.419 -0.708 1.378 0.003
H -2.050 -1.882 0.316 0.000
H -1.857 -0.710 -1.039 0.000
H 0.361 1.672 1.910 0.020
H -0.115 2.784 0.564 0.021
H 2.574 2.404 1.389 0.126
H 2.374 1.808 -0.329 0.061
H 1.990 3.413 0.164 0.142
H -1.135 -4.510 -1.132 0.000
H -0.913 -3.063 -1.479 0.000
O -1.404 -3.943 -1.857 0.001
```

=====

One molecule with the formula C6H7NOS at a distorted geometry. Source: the OMol25 dataset; level of theory: the ωB97M-V functional and the def2-TZVPD basis.

Summary:
SMILES	C=c1sc(=C)n(C)c1=O
charge	0
HOMO level	-8.21	eV
energy relative to the best compared isomer or geometry (same formula, charge and spin)	8.5	kcal per mole
total energy	-760.96646	Ha
frontier orbital gap	8.6	eV
maximum force	0.1041	hartree/bohr

```
16
Properties=species:S:1:pos:R:3:mulliken_charge:R:1
C 1.701 0.097 0.596 0.548
C 0.890 -0.504 -0.540 0.382
C -0.790 0.669 0.573 0.826
C 2.999 0.130 0.815 -0.861
C -2.099 0.999 0.905 -1.186
C -1.446 -0.812 -1.348 -1.033
N -0.430 -0.185 -0.456 -0.051
O 1.412 -1.214 -1.344 -0.596
S 0.635 1.087 1.533 -0.228
H 3.361 0.664 1.641 0.322
H 3.653 -0.314 0.074 0.278
H -2.264 1.529 1.803 0.264
H -2.863 0.661 0.337 0.343
H -1.997 -1.645 -0.844 0.263
H -2.062 0.103 -1.594 0.392
H -0.699 -1.264 -2.151 0.337
```

=====

C50H39AsN7O4S2Tl as an isolated structure at a distorted geometry. Source: the OMol25 dataset; level of theory: the ωB97M-V functional and the def2-TZVPD basis.

Summary:
charge	-2
HOMO level	-2.39	eV
energy relative to the best compared isomer or geometry (same formula, charge and spin)	24.0	kcal per mole
total energy	-5817.67263	Ha
frontier orbital gap	6.1	eV
maximum force	0.0487	hartree/bohr

```
104
Properties=species:S:1:pos:R:3:mulliken_charge:R:1
Tl -1.063 -0.317 1.647 1.148
C -2.336 -5.170 2.081 -1.326
C -1.966 -3.862 2.767 0.470
N -2.647 -2.816 2.740 -0.384
N -3.694 -2.863 1.774 0.118
C -4.722 -1.958 1.926 -0.005
N -5.200 -1.552 0.731 -0.177
S -5.316 -1.480 3.402 -0.445
C -0.632 -3.767 3.432 0.572
C -0.079 -4.795 4.202 -0.726
C 1.218 -4.670 4.644 -0.465
C 1.933 -3.499 4.329 -1.046
C 1.252 -2.501 3.703 -0.176
N 0.014 -2.628 3.213 0.200
H -3.428 -5.204 1.893 0.328
H -1.922 -5.233 1.055 0.246
H -1.921 -6.051 2.600 0.377
H -3.295 -2.872 0.841 -0.197
H -4.632 -1.738 -0.126 -0.009
H -6.003 -0.963 0.796 0.245
H -0.594 -5.731 4.311 0.326
H 1.702 -5.465 5.217 0.389
H 2.933 -3.331 4.706 0.415
H 1.634 -1.529 3.468 0.510
N 9.811 1.541 2.003 -0.612
C 8.685 1.253 1.930 -0.204
C 7.269 0.974 1.833 0.746
C 6.425 1.749 1.030 -0.707
C 5.080 1.513 0.989 -0.101
C 4.517 0.568 1.836 -1.078
C 5.338 -0.217 2.658 -0.416
C 6.726 -0.037 2.638 -0.704
C 3.023 0.340 1.817 1.954
C 2.552 -0.517 0.786 -0.396
C 3.383 -0.938 -0.272 -0.467
C 2.550 -1.560 -1.217 -1.439
C 1.267 -1.423 -0.678 -0.696
N 1.264 -0.841 0.504 0.816
C 2.270 0.914 2.795 -0.960
C 2.736 1.883 3.730 -0.431
C 1.632 2.320 4.449 -1.385
C 0.526 1.676 3.873 -0.521
N 0.887 0.845 2.917 0.583
H 6.890 2.486 0.395 0.474
H 4.449 1.995 0.302 0.600
H 4.961 -1.017 3.287 0.536
H 7.415 -0.724 3.074 0.429
H 4.478 -0.840 -0.358 0.400
H 2.820 -1.871 -2.250 0.317
H 0.323 -1.714 -1.063 0.841
H 3.766 2.236 3.898 0.428
H 1.614 3.068 5.253 0.350
H -0.518 1.840 4.119 0.473
S -3.006 -3.737 -1.410 -0.369
C -2.388 -3.170 -2.937 0.437
C -2.074 -4.133 -3.943 -0.713
C -1.632 -3.731 -5.183 -0.605
C -1.559 -2.373 -5.479 -0.777
C -1.837 -1.412 -4.524 -0.224
C -2.227 -1.794 -3.241 0.229
As -2.764 -0.466 -1.869 1.424
C -1.833 1.127 -2.322 0.422
C -2.329 2.288 -1.771 -0.857
C -1.722 3.530 -2.002 -1.070
C -0.603 3.562 -2.820 -0.351
C -0.078 2.374 -3.316 -0.922
C -0.668 1.153 -3.057 -0.594
C -4.523 -0.129 -2.764 0.651
C -5.329 -1.249 -2.954 -0.454
C -6.463 -1.144 -3.759 -0.613
C -6.869 0.056 -4.310 -0.557
C -6.138 1.182 -4.011 -0.497
C -4.932 1.100 -3.292 -0.302
H -2.143 -5.186 -3.705 0.387
H -1.509 -4.451 -5.951 0.367
H -1.332 -2.128 -6.499 0.367
H -1.847 -0.337 -4.801 0.417
H -3.169 2.293 -1.058 0.475
H -2.060 4.401 -1.515 0.396
H -0.084 4.473 -2.980 0.439
H 0.891 2.386 -3.898 0.187
H -0.211 0.278 -3.462 0.650
H -5.074 -2.176 -2.474 0.187
H -7.053 -2.050 -3.946 0.337
H -7.701 0.136 -5.004 0.337
H -6.424 2.165 -4.406 0.340
H -4.386 2.008 -3.086 0.431
O -1.680 4.363 1.568 -0.880
C -1.111 3.328 1.195 -0.491
O -1.567 2.119 1.078 -0.387
C 0.351 3.470 0.779 1.265
C 0.928 2.512 -0.039 0.905
C 2.218 2.686 -0.585 -1.432
C 2.813 3.898 -0.334 0.550
O 4.039 4.386 -0.777 -0.605
C 3.832 5.805 -0.726 -0.213
O 3.094 5.985 0.474 -0.567
C 2.237 4.894 0.463 0.625
C 1.000 4.696 1.074 -1.454
H 0.356 1.630 -0.300 0.079
H 2.631 1.957 -1.236 0.745
H 3.210 6.174 -1.576 0.266
H 4.799 6.363 -0.692 0.247
H 0.553 5.382 1.756 0.555
```

=====

C19H29F2GeNOsSe2Si as an isolated structure. Source: the OMol25 dataset; level of theory: the ωB97M-V functional and the def2-TZVPD basis.

Summary:
charge	+2
HOMO level	-14.64	eV
energy relative to the best compared isomer or geometry (same formula, charge and spin)	9.7	kcal per mole
total energy	-8255.28182	Ha
frontier orbital gap	6.3	eV
maximum force	0.0167	hartree/bohr

```
56
Properties=species:S:1:pos:R:3:mulliken_charge:R:1
Os 0.769 -0.317 -0.679 1.004
F 5.558 -1.667 -2.648 -0.285
C 4.801 -1.423 -1.589 0.138
C 3.494 -0.993 -1.786 -0.794
C 2.716 -0.738 -0.667 -0.090
C 3.236 -0.901 0.641 0.355
C 4.548 -1.336 0.769 0.474
F 5.072 -1.526 1.978 -0.292
C 5.347 -1.602 -0.333 -0.653
C 2.295 -0.681 1.741 0.502
C 2.573 -0.650 3.100 -0.712
C 1.543 -0.457 4.004 -0.519
C 0.239 -0.306 3.549 -0.824
C 0.016 -0.327 2.194 -0.095
N 1.014 -0.498 1.305 0.065
H 3.126 -0.856 -2.795 0.561
H 6.365 -1.943 -0.208 0.538
H 3.586 -0.781 3.441 0.591
H 1.756 -0.432 5.064 0.475
H -0.590 -0.176 4.229 0.491
H -0.974 -0.212 1.774 0.312
C -0.045 4.773 -0.200 -1.009
Si 1.475 3.774 -0.558 0.344
C 2.393 3.060 0.894 -0.870
C 2.472 4.319 -2.023 -1.016
Se 0.499 1.722 -1.513 -0.314
H 0.239 5.776 0.132 0.375
H -0.641 4.318 0.592 0.336
H -0.664 4.893 -1.090 0.363
H 2.882 3.862 1.453 0.474
H 3.167 2.365 0.565 0.230
H 1.707 2.556 1.578 0.210
H 2.900 5.306 -1.826 0.372
H 1.853 4.411 -2.916 0.373
H 3.296 3.633 -2.224 0.346
C -4.473 -3.299 -1.301 -1.205
Ge -4.424 -1.696 -0.196 0.530
C -4.173 -2.131 1.687 -1.155
C -5.906 -0.487 -0.533 -1.128
C -2.764 -0.650 -0.685 -1.059
Se -1.225 -1.849 -0.916 0.125
C -1.292 -2.079 -2.851 -0.991
H -5.307 -3.927 -0.986 0.386
H -3.568 -3.902 -1.203 0.412
H -4.628 -3.057 -2.353 0.359
H -4.984 -2.760 2.051 0.392
H -4.161 -1.224 2.294 0.353
H -3.243 -2.679 1.847 0.361
H -6.845 -0.971 -0.264 0.385
H -5.959 -0.215 -1.587 0.376
H -5.817 0.423 0.059 0.370
H -2.494 0.036 0.119 0.411
H -2.832 -0.070 -1.604 0.520
H -2.213 -2.618 -3.058 0.337
H -0.433 -2.681 -3.137 0.401
H -1.282 -1.107 -3.334 0.359
```

=====

C16H17IInN2O5 as an isolated structure at a distorted geometry. Source: the OMol25 dataset; level of theory: the ωB97M-V functional and the def2-TZVPD basis.

Summary:
charge	-1
HOMO level	-4.09	eV
energy relative to the best compared isomer or geometry (same formula, charge and spin)	0.0	kcal per mole
total energy	-1593.15400	Ha
frontier orbital gap	5.7	eV
maximum force	0.0309	hartree/bohr

```
42
Properties=species:S:1:pos:R:3:mulliken_charge:R:1
C 3.809 -2.899 -0.225 -0.538
C 3.407 -1.624 -0.056 -0.617
In 1.499 -0.811 -0.857 0.814
C 0.121 -2.614 -0.929 -0.806
C -0.705 -2.989 0.246 0.338
O -1.125 -4.076 0.482 -0.519
I -1.283 -1.485 1.760 -0.107
H 4.194 -3.486 0.616 0.206
H 3.813 -3.411 -1.186 0.272
H 4.017 -0.986 0.587 0.279
H 1.583 -0.197 -2.532 -0.372
H 0.953 0.505 0.173 -0.376
H -0.528 -2.540 -1.803 0.223
H 0.768 -3.479 -1.087 0.258
C -3.017 1.351 7.288 -0.398
C -3.057 0.934 5.964 -0.473
C -1.889 0.867 5.221 -0.232
C -0.697 1.218 5.823 0.122
C -0.635 1.640 7.137 -0.443
C -1.808 1.707 7.872 -0.358
N 0.548 1.124 5.036 1.036
O 0.441 0.770 3.887 -0.560
O 1.591 1.405 5.599 -0.624
H -3.930 1.397 7.867 0.364
H -3.997 0.657 5.509 0.384
H -1.908 0.544 4.190 0.342
H 0.311 1.911 7.582 0.436
H -1.778 2.033 8.903 0.357
C -1.718 1.705 -6.326 -0.418
C -0.539 2.330 -6.709 -0.354
C 0.683 1.743 -6.423 -0.475
C 0.701 0.533 -5.758 0.073
C -0.459 -0.101 -5.361 -0.267
C -1.677 0.494 -5.649 -0.407
N 1.993 -0.109 -5.464 1.083
O 3.004 0.490 -5.787 -0.647
O 1.959 -1.180 -4.913 -0.547
H -2.672 2.165 -6.553 0.360
H -0.571 3.276 -7.233 0.355
H 1.607 2.221 -6.714 0.436
H -0.414 -1.041 -4.832 0.438
H -2.595 0.010 -5.344 0.364
```

=====

What did the fifth record say?
C19H29F2GeNOsSe2Si as an isolated structure. Source: the OMol25 dataset; level of theory: the ωB97M-V functional and the def2-TZVPD basis.

Summary:
charge	+2
HOMO level	-14.64	eV
energy relative to the best compared isomer or geometry (same formula, charge and spin)	9.7	kcal per mole
total energy	-8255.28182	Ha
frontier orbital gap	6.3	eV
maximum force	0.0167	hartree/bohr

```
56
Properties=species:S:1:pos:R:3:mulliken_charge:R:1
Os 0.769 -0.317 -0.679 1.004
F 5.558 -1.667 -2.648 -0.285
C 4.801 -1.423 -1.589 0.138
C 3.494 -0.993 -1.786 -0.794
C 2.716 -0.738 -0.667 -0.090
C 3.236 -0.901 0.641 0.355
C 4.548 -1.336 0.769 0.474
F 5.072 -1.526 1.978 -0.292
C 5.347 -1.602 -0.333 -0.653
C 2.295 -0.681 1.741 0.502
C 2.573 -0.650 3.100 -0.712
C 1.543 -0.457 4.004 -0.519
C 0.239 -0.306 3.549 -0.824
C 0.016 -0.327 2.194 -0.095
N 1.014 -0.498 1.305 0.065
H 3.126 -0.856 -2.795 0.561
H 6.365 -1.943 -0.208 0.538
H 3.586 -0.781 3.441 0.591
H 1.756 -0.432 5.064 0.475
H -0.590 -0.176 4.229 0.491
H -0.974 -0.212 1.774 0.312
C -0.045 4.773 -0.200 -1.009
Si 1.475 3.774 -0.558 0.344
C 2.393 3.060 0.894 -0.870
C 2.472 4.319 -2.023 -1.016
Se 0.499 1.722 -1.513 -0.314
H 0.239 5.776 0.132 0.375
H -0.641 4.318 0.592 0.336
H -0.664 4.893 -1.090 0.363
H 2.882 3.862 1.453 0.474
H 3.167 2.365 0.565 0.230
H 1.707 2.556 1.578 0.210
H 2.900 5.306 -1.826 0.372
H 1.853 4.411 -2.916 0.373
H 3.296 3.633 -2.224 0.346
C -4.473 -3.299 -1.301 -1.205
Ge -4.424 -1.696 -0.196 0.530
C -4.173 -2.131 1.687 -1.155
C -5.906 -0.487 -0.533 -1.128
C -2.764 -0.650 -0.685 -1.059
Se -1.225 -1.849 -0.916 0.125
C -1.292 -2.079 -2.851 -0.991
H -5.307 -3.927 -0.986 0.386
H -3.568 -3.902 -1.203 0.412
H -4.628 -3.057 -2.353 0.359
H -4.984 -2.760 2.051 0.392
H -4.161 -1.224 2.294 0.353
H -3.243 -2.679 1.847 0.361
H -6.845 -0.971 -0.264 0.385
H -5.959 -0.215 -1.587 0.376
H -5.817 0.423 0.059 0.370
H -2.494 0.036 0.119 0.411
H -2.832 -0.070 -1.604 0.520
H -2.213 -2.618 -3.058 0.337
H -0.433 -2.681 -3.137 0.401
H -1.282 -1.107 -3.334 0.359
```

=====

Which of these has the lowest total energy?
C19H29F2GeNOsSe2Si

=====

The lowest energy relative to the best compared isomer or geometry (same formula, charge and spin) belongs to which entry?
C16H17IInN2O5